(1)
# C24H32BIrN6S2

A structure of composition C24H32BIrN6S2 (ωB97M-V with the def2-TZVPD basis set, the OMol25 dataset).

Atoms and positions in Å:
Ir -0.472 0.138 0.000
C -1.710 -0.426 3.187
C -1.283 0.900 3.790
C -0.401 0.661 5.023
C -0.546 1.816 2.846
C -0.241 3.153 3.134
C 0.549 3.583 2.095
N 0.698 2.570 1.242
N 0.034 1.480 1.681
B 1.582 2.502 0.000
N 0.698 2.570 -1.241
C 0.550 3.584 -2.095
C -0.240 3.153 -3.135
C -0.545 1.816 -2.846
N 0.035 1.480 -1.680
C -1.282 0.900 -3.790
C -1.709 -0.426 -3.187
C -0.400 0.660 -5.023
N 2.333 1.150 0.000
C 3.660 0.956 0.000
C 3.905 -0.400 0.000
C 2.639 -1.003 0.000
N 1.706 -0.052 0.000
C 2.323 -2.472 -0.001
C 1.552 -2.868 -1.264
C 1.552 -2.869 1.262
H -2.128 -1.074 3.961
H -0.859 -0.940 2.740
H -2.466 -0.283 2.419
H -2.178 1.436 4.118
H 0.500 0.110 4.746
H -0.947 0.078 5.767
H -0.096 1.603 5.480
H -0.556 3.715 3.996
H 1.022 4.535 1.919
H 2.359 3.414 0.000
H 1.022 4.536 -1.919
H -0.556 3.715 -3.997
H -2.177 1.436 -4.118
H -0.858 -0.940 -2.740
H -2.127 -1.074 -3.961
H -2.466 -0.283 -2.419
H 0.502 0.110 -4.745
H -0.095 1.602 -5.480
H -0.945 0.078 -5.767
H 4.334 1.795 0.000
H 4.861 -0.895 0.000
H 3.283 -2.994 -0.001
H 0.568 -2.400 -1.265
H 1.415 -3.950 -1.305
H 2.085 -2.551 -2.162
H 0.568 -2.400 1.264
H 2.085 -2.552 2.160
H 1.415 -3.950 1.303
S -1.815 -1.746 0.000
C -3.462 -1.197 0.000
C -4.491 -2.152 0.001
C -5.809 -1.757 0.001
C -6.122 -0.392 0.001
C -5.118 0.550 0.001
C -3.769 0.156 0.000
S -2.522 1.355 0.000
H -4.223 -3.201 0.001
H -6.597 -2.498 0.002
H -7.157 -0.075 0.001
H -5.348 1.608 0.000

Values from the calculation:
Energy relative to the best compared isomer or geometry (same formula, charge and spin) (kcal per mole): 33.2
DFT total energy (Eh): -2187.9491
Net charge: 0
M (g mol⁻¹): 671.7
Frontier orbital gap (alpha / beta) (eV): 6.47 / 6.47
HOMO energy (alpha / beta) (eV): -7.44 / -7.44

***

(2)
# C24H32Br4Ge2O3W

A structure of composition C24H32Br4Ge2O3W (ωB97M-V with the def2-TZVPD basis set, the OMol25 dataset).

Atoms and positions in Å:
W 0.705 -0.618 0.536
C 3.400 0.163 -3.446
C 2.593 -1.135 -3.348
Ge 1.393 -0.998 -1.816
C 2.813 -0.741 0.957
C 3.313 0.722 0.933
C 0.818 0.829 -1.485
C -0.509 1.034 -1.160
Ge -1.498 -0.720 -0.849
C -2.057 -1.371 -2.607
C -3.079 -0.423 -3.240
C -2.747 -0.892 0.662
C -4.066 -0.117 0.609
C -1.126 2.347 -1.047
C -0.363 3.522 -0.978
C -0.982 4.753 -0.909
C -2.372 4.835 -0.911
C -3.143 3.683 -0.979
C -2.520 2.449 -1.040
H 4.040 0.102 -4.327
H 4.052 0.311 -2.584
H 2.762 1.035 -3.569
H 3.218 -2.008 -3.153
H 2.027 -1.341 -4.257
H 3.508 -1.359 0.402
H 2.751 -1.101 1.990
H 3.470 1.071 -0.088
H 4.269 0.783 1.457
H 2.649 1.427 1.433
H 1.435 1.678 -1.763
H -2.469 -2.374 -2.474
H -1.186 -1.483 -3.259
H -3.960 -0.292 -2.611
H -3.422 -0.834 -4.190
H -2.649 0.558 -3.440
H -2.219 -0.677 1.591
H -2.948 -1.969 0.669
H -3.912 0.952 0.731
H -4.697 -0.451 1.434
H -4.621 -0.294 -0.311
H 0.718 3.474 -0.949
H -0.389 5.655 -0.851
H -2.853 5.803 -0.861
H -4.222 3.749 -0.989
H -3.125 1.555 -1.123
Br 0.346 2.705 6.471
C 0.311 1.367 5.167
C 0.317 0.015 5.538
Br 0.355 -0.479 7.340
C 0.290 -0.989 4.560
Br 0.295 -2.818 4.946
C 0.257 -0.598 3.239
O 0.236 -1.471 2.171
C 0.251 0.738 2.868
O 0.201 0.978 1.504
C 0.278 1.740 3.814
Br 0.272 3.514 3.226
C 2.429 -4.274 0.156
C 1.049 -4.008 -0.386
O 0.383 -2.884 0.273
H 2.903 -5.059 -0.434
H 2.391 -4.611 1.192
H 3.054 -3.385 0.104
H 0.390 -4.867 -0.265
H 1.064 -3.758 -1.448
H 0.127 -3.149 1.174

Values from the calculation:
Energy relative to the best compared isomer or geometry (same formula, charge and spin) (kcal per mole): 8.9
DFT total energy (Eh): -15675.7496
Net charge: +2
M (g mol⁻¹): 1017.2
Frontier orbital gap (eV): 5.61
HOMO energy (eV): -13.70

***

(3)
# C24H32ClN3O4Tl

A structure of composition C24H32ClN3O4Tl (ωB97M-V with the def2-TZVPD basis set, the OMol25 dataset).

Atoms and positions in Å:
Tl 1.610 0.437 0.449
Cl 2.184 2.793 1.889
N -0.205 -2.191 0.157
N 0.212 2.224 -0.561
C 0.811 -3.004 0.055
C 0.979 2.745 -1.476
C -1.287 -2.966 0.830
C -0.582 -4.231 1.308
C -2.394 -3.302 -0.157
C -1.872 -2.164 1.968
H -2.010 -3.968 -0.945
H -2.796 -2.389 -0.618
H -3.203 -3.822 0.379
H -1.064 -1.863 2.652
H -2.595 -2.783 2.525
H -2.380 -1.254 1.608
C -0.685 3.273 -0.099
C -0.493 4.384 -1.173
C -0.264 3.805 1.249
C -2.126 2.824 -0.050
H -2.352 2.250 -0.955
H -2.787 3.709 0.019
H -2.288 2.189 0.842
H 0.789 4.148 1.218
H -0.270 2.965 1.951
H -0.931 4.618 1.593
O 0.681 3.940 -1.956
H -0.237 5.381 -0.763
H -1.351 4.460 -1.866
O 0.729 -4.215 0.606
H -1.072 -5.163 1.023
H -0.355 -4.210 2.378
C 2.082 -2.685 -0.655
C 2.202 2.103 -2.012
C 1.705 0.714 -2.350
H 2.983 2.142 -1.223
H 2.580 2.639 -2.909
C 1.358 -0.281 -1.430
C 1.648 -1.649 -1.667
H 3.287 -0.125 0.810
C 1.218 -2.002 -2.940
C 0.882 -0.975 -3.842
C 0.909 -3.417 -3.293
C 1.229 0.351 -3.604
H 0.445 -1.232 -4.810
C 0.921 1.414 -4.592
H 0.424 0.925 -5.431
H 1.843 1.889 -4.942
H 0.257 2.198 -4.194
H 1.774 -4.059 -3.121
H 0.650 -3.447 -4.355
H 0.056 -3.835 -2.732
H 2.511 -3.607 -1.093
H 2.801 -2.325 0.094
O 1.617 -0.638 3.431
C 0.595 0.061 3.616
C -0.005 0.361 4.992
C -1.343 0.981 4.683
C -1.361 1.005 3.146
O -2.394 1.320 2.519
N -0.163 0.602 2.609
H -0.109 -0.540 5.598
H 0.626 1.079 5.517
H -2.199 0.399 5.047
H -1.426 2.012 5.053

Values from the calculation:
Energy relative to the best compared isomer or geometry (same formula, charge and spin) (kcal per mole): 78.1
DFT total energy (Eh): -2031.5919
Net charge: -1
M (g mol⁻¹): 666.4
Frontier orbital gap (eV): 6.93
HOMO energy (eV): -4.32

***

(4)
# C24H32GeO10P3V

A structure of composition C24H32GeO10P3V (ωB97M-V with the def2-TZVPD basis set, the OMol25 dataset).

Atoms and positions in Å:
V -0.071 0.445 0.838
C 2.373 -2.599 3.115
C 1.571 -1.498 2.423
O 1.552 -0.297 3.239
P 2.581 -0.993 0.879
O 2.715 -2.469 0.149
O 2.134 2.411 1.770
O 1.580 -0.212 -0.043
P -0.203 -2.021 2.375
O -0.206 -2.793 0.919
O -0.598 -2.988 3.421
O -1.022 -0.746 2.218
H 3.436 -2.340 3.137
H 2.265 -3.543 2.582
H 2.008 -2.725 4.135
H 2.349 0.215 3.038
H 1.837 -2.742 -0.162
H 2.807 3.107 1.770
H -0.729 -3.598 1.011
C -2.287 3.444 -1.656
O -1.131 3.692 -1.442
P 0.947 2.734 0.683
O 1.823 3.354 -0.511
C 1.886 2.616 -1.746
O 0.389 4.133 1.278
C -0.400 4.046 2.464
H -2.658 3.203 -2.667
H -3.046 3.437 -0.856
H -1.675 1.007 -1.455
H 2.610 3.136 -2.370
H 0.911 2.621 -2.231
H 2.204 1.590 -1.563
H -1.301 4.641 2.315
H 0.167 4.442 3.306
H -0.687 3.016 2.694
C -1.585 0.219 -0.702
Ge -3.368 -0.035 -0.022
C -4.053 -1.871 -0.205
C -3.259 -2.876 -0.754
C -3.766 -4.152 -0.973
C -5.083 -4.443 -0.648
C -5.891 -3.452 -0.106
C -5.377 -2.180 0.110
C -3.745 0.672 1.768
C -3.373 1.984 2.056
C -3.617 2.547 3.302
C -4.240 1.796 4.289
C -4.605 0.484 4.023
C -4.357 -0.071 2.774
C -4.602 1.015 -1.187
C -4.494 0.866 -2.571
C -5.285 1.600 -3.444
C -6.206 2.514 -2.946
C -6.334 2.673 -1.573
C -5.542 1.926 -0.707
H -1.273 -0.693 -1.225
H -2.227 -2.662 -1.006
H -3.130 -4.919 -1.398
H -5.481 -5.436 -0.819
H -6.922 -3.669 0.147
H -6.026 -1.413 0.520
H -2.870 2.580 1.298
H -3.317 3.569 3.505
H -4.427 2.227 5.265
H -5.071 -0.116 4.795
H -4.618 -1.108 2.598
H -3.770 0.165 -2.976
H -5.181 1.465 -4.515
H -6.821 3.095 -3.623
H -7.052 3.379 -1.173
H -5.656 2.065 0.363

Values from the calculation:
Energy relative to the best compared isomer or geometry (same formula, charge and spin) (kcal per mole): 0.0
2S+1: 2
DFT total energy (Eh): -5731.3622
Net charge: -1
M (g mol⁻¹): 697.0
Frontier orbital gap (alpha / beta) (eV): 6.63 / 6.01
HOMO energy (alpha / beta) (eV): -4.02 / -3.40

***

- Number 3 is which compound?
  C24H32ClN3O4Tl